# 1
The following is a quantum chemistry calculation of C30H33Cl5CoN3O8PS3 as an isolated structure, from the OMol25 dataset.

Computed properties:
HOMO-LUMO gap (alpha / beta): 6.39 / 6.39 eV
Energy relative to the best compared isomer or geometry (same formula, charge and spin): 3.76 kcal/mol
Max |F|: 0.010 hartree/bohr
Lowest unoccupied orbital energy (alpha / beta): 3.33 / 3.32 eV

Geometry as ORCA input:
```
! wB97M-V def2-TZVPD RIJCOSX def2/J DEFGRID3
* xyz -2 2
C 0.77744 1.05751 2.44836
N 0.07865 -2.45143 -0.21141
C 4.53142 4.29151 -0.30663
C -0.07637 -0.54155 5.77924
C 0.16887 -6.66434 -0.22586
Co -0.13796 1.24747 -0.11880
C 1.70502 1.30850 4.75051
H -4.16264 2.39194 -2.21535
H 4.32750 4.27942 -2.47297
H 2.52090 1.11264 -5.79628
H -0.44771 -6.51724 -2.25344
C -2.71172 0.79207 -2.26258
C 2.79590 -0.04186 -2.14159
H -4.53063 -2.45647 -0.06538
H -2.63620 -1.24705 1.01361
Cl -0.00690 1.34318 -4.61014
H -0.47402 -4.02766 -2.26977
H -1.91924 1.42287 -2.66459
H -3.30274 2.66302 0.03924
C -3.44676 1.65838 0.43328
O -1.02842 -0.87876 3.66645
C 1.74243 1.00519 6.09686
H 0.62454 -1.99676 0.50147
H -4.20667 1.41942 -3.68444
N 1.67445 1.88029 2.00172
H 0.78931 -4.02044 1.81841
H 5.61392 4.28267 -0.17232
S 3.79908 3.33255 1.04722
C 4.11643 3.64180 -1.61382
C 2.39710 2.82848 0.11283
C -0.19300 -4.56741 -1.36976
Cl 3.02256 -0.54454 -0.49170
C 0.15882 -3.85008 -0.22810
C 1.51448 0.39055 -2.58460
C 0.52088 -5.94843 0.91408
C 3.82481 0.37042 -4.25722
H -5.00511 -0.77783 0.17866
C -0.18208 -5.95771 -1.36522
O -0.49862 3.16207 -0.95181
O -2.49725 4.12608 -1.37916
O 1.50047 -8.83037 0.22757
H -2.24318 1.98195 2.21493
O -0.15925 0.53094 1.70415
H -3.96789 2.28029 2.43647
H 4.86556 -0.39240 -2.54234
H -4.90348 0.78022 -2.19656
H -4.52024 -1.33796 -1.42422
Cl 0.38455 5.66415 0.49812
P -2.29425 0.57985 -0.49163
H -4.46908 1.36589 0.18062
O -0.16065 -8.84056 -1.57182
H 4.16971 5.31932 -0.26205
H 4.61102 2.67910 -1.75469
C -0.11482 -0.23656 4.41560
C -1.29578 4.12502 -1.09369
H -1.50192 6.25862 -0.75350
O -0.87621 -8.80291 0.76879
Cl 0.13733 6.06532 -2.40088
H -2.57375 -0.19139 -2.72219
H 2.39057 2.02813 4.32215
H -0.91757 -0.53881 2.74699
Cl 5.25061 0.38080 -5.27613
H 0.80264 -6.49368 1.80743
H -2.18228 -1.80118 -0.55375
C -4.31037 -1.42786 -0.35680
H 0.23952 -1.99272 -1.09778
S 2.32783 3.40781 -1.53174
S 0.15737 -8.45666 -0.20089
H -3.35435 0.62873 2.36773
C 0.78690 0.70281 3.88999
C 3.92147 -0.05417 -2.94730
C -0.69979 5.55052 -0.90620
H -0.77912 -1.27455 6.15437
C -3.23990 1.63020 1.94606
C 0.51867 -4.56385 0.91797
C -4.08152 1.37583 -2.59968
C 1.49898 0.77354 -3.95115
C -2.85138 -1.10407 -0.04910
O 0.43768 0.44588 -1.87754
C 2.60879 0.78175 -4.77099
H 2.46444 1.48567 6.74446
N 1.48279 2.10581 0.63286
C 0.84090 0.07186 6.60653
H 0.85856 -0.17883 7.66082
*
```

Löwdin population analysis, charges in e, atoms 1 to 8:
1 C -0.4010
2 N 0.0911
3 C -0.5336
4 C -0.0214
5 C -0.2825
6 Co 0.4584
7 C -0.0335
8 H 0.0539



# 2
The following is a quantum chemistry calculation of C30H33F10GaN7O2 as an isolated structure, from the OMol25 dataset.

Computed properties:
HOMO-LUMO gap: 8.34 eV
Max |F|: 0.016 hartree/bohr
Lowest unoccupied orbital energy: 2.30 eV

Geometry as ORCA input:
```
! wB97M-V def2-TZVPD RIJCOSX def2/J DEFGRID3
* xyz -1 1
H -1.79494 -0.33569 -3.57658
H 2.09970 3.00194 4.84994
C 3.76520 -3.44534 1.61140
C -6.15116 -3.78336 3.53434
H 2.60468 -1.11193 0.21818
N -0.86931 5.22482 -3.62470
F 5.12834 -5.92393 1.77332
C 4.38772 2.16067 -2.73099
H -0.43398 -0.66810 -1.22809
N -2.55023 -3.02982 -1.92140
H 4.53746 2.85471 -0.74364
H 3.32658 1.29978 -4.43371
H 0.13723 4.12606 -0.73578
C -1.37226 5.59402 -1.50682
C 0.88593 -2.64281 3.59246
C -0.07099 4.15323 2.63647
H 0.93017 1.25951 3.50344
F -1.51039 -4.50228 4.03771
H 4.19554 -0.47894 2.18562
C -1.67798 5.94958 -2.79343
Ga 3.08073 -1.49947 1.67842
H 1.16294 5.40814 4.02633
H -3.42420 -2.48171 -3.79138
C 1.36053 2.60687 -7.41296
H 5.41419 2.29765 -3.02276
C 0.87709 4.43747 3.65736
H -1.00959 2.96635 -5.21663
H 2.11825 2.37394 -0.41056
H -5.65753 -3.10383 6.71472
H -1.32514 -2.96898 -0.17652
H 1.19901 1.35842 -2.75115
O 3.38697 -4.22328 0.76947
C 3.31322 1.66185 -3.41889
C -1.18309 -1.31485 -1.64920
H 0.36414 1.67939 -9.11635
H 2.39915 2.72047 -7.66877
O 5.09045 -5.69650 3.96349
N 0.88767 3.00414 -6.19418
N 4.77231 -3.89028 2.56586
F 1.90729 -3.24491 4.22344
C -1.89216 -1.14695 -2.87310
C 1.42358 -1.37774 2.93525
C -0.04972 4.41308 -2.88646
H -1.83962 5.98642 -0.61938
C 2.63120 2.19888 -1.34158
C -0.45305 2.74177 -6.11068
C 0.21817 -3.68540 2.63838
C 1.36838 3.23438 4.09570
F 1.73201 -0.59248 4.03937
H -2.39691 6.64800 -3.18451
F -0.03958 -2.36648 4.54809
C -0.33796 4.61825 -1.56621
H 1.44657 3.41087 -5.46570
C 4.98481 -5.21036 2.87182
H 4.70660 -3.38005 3.43389
C -6.67266 -3.39402 4.73831
H -0.87435 5.27838 -4.62616
F -1.95701 -2.73538 2.87584
H -6.61658 -3.91978 2.57408
H -7.70346 -3.14612 4.92607
H -3.45326 -3.84655 5.34369
C -5.60240 -3.37295 5.67386
H -4.17901 -4.29174 2.98426
C -1.29262 -3.87996 2.89254
N -4.81245 -4.00328 3.70583
F 0.34016 -0.74852 2.36983
N 3.96081 2.47989 -1.47218
H -0.65167 4.86530 2.07643
C 0.31068 2.08468 -8.12043
H -0.69209 2.16278 1.83159
C 2.19710 1.68910 -2.53545
C -0.11387 2.78848 2.49023
F 0.77629 -4.89051 2.82134
C -4.46727 -3.74849 5.00643
F -1.80151 -4.65993 1.91675
N 0.75893 2.24441 3.38452
H -1.83826 1.83814 -7.53076
C -2.72892 -2.22198 -3.01222
H -3.02896 -3.89380 -1.75797
H 0.66397 3.75834 -3.35557
F 0.34378 -3.34348 1.35595
C -1.61172 -2.48207 -1.08777
C -0.84187 2.16768 -7.29135
*
```

Löwdin population analysis, charges in e, atoms 1 to 8:
1 H 0.0823
2 H 0.1048
3 C -0.4716
4 C -0.1443
5 H -0.0644
6 N -0.0017
7 F 0.1389
8 C -0.1449



# 3
The following is a quantum chemistry calculation of C30H33F10MgN4O24S as an isolated structure, from the OMol25 dataset.

Computed properties:
HOMO-LUMO gap: 2.84 eV
Max |F|: 0.144 hartree/bohr
Lowest unoccupied orbital energy: -9.02 eV

Geometry as ORCA input:
```
! wB97M-V def2-TZVPD RIJCOSX def2/J DEFGRID3
* xyz 1 1
O 2.12456 -1.22921 -1.82577
F 3.76841 5.14452 -1.99492
C -2.59155 -5.55894 5.16491
F 2.88067 -0.07468 0.56734
F -5.92952 3.65262 -4.42626
H 8.59064 -1.97580 0.56664
H 8.95583 -3.64314 0.03039
C 7.15337 -1.02739 6.21416
H 2.11371 4.97676 -3.77518
C 7.47124 -2.76971 -1.08313
S 0.95014 -1.08628 -0.99168
C -4.62607 1.88373 -4.50809
H 2.28001 4.62222 -0.93073
H -2.42598 -2.06191 -8.60664
C 0.26106 5.46026 7.56849
C 1.77407 5.53824 -2.90483
O -5.13662 3.63330 4.11237
O 0.74241 5.49279 8.94062
C 5.42576 -1.91660 7.31904
O -3.74505 1.41509 -5.51034
C 2.25476 7.56040 -2.03729
N 2.64747 -6.08189 -3.98677
F -5.32607 -2.83786 -1.29242
C 8.16400 -2.92318 0.23718
C 5.48015 4.23614 -7.17282
H 7.65616 -3.32215 1.11525
O -3.88636 -5.31356 4.86953
O -6.88514 -4.35252 -1.49959
H -1.65407 -3.48679 -9.44502
H -1.42814 -1.73047 -9.91116
C 1.91288 -6.96547 -3.80094
H -0.76724 5.20119 7.31634
F -3.24449 3.05885 3.12875
H -0.87727 -4.19149 5.06432
O -4.73072 3.25818 -6.19461
H -2.42069 -5.63479 6.23876
O 1.91512 6.89924 -3.18337
F 0.93194 -0.25124 1.63944
O 2.23875 8.76251 -1.93347
O 6.25467 -0.04940 6.39144
O 2.45402 4.63546 10.03890
C -7.71551 -4.02142 -2.53348
H -4.08256 2.37541 -3.70128
O 8.11491 -0.99706 5.39333
C -1.54147 -2.45685 -9.10641
H 1.06570 -8.83619 -4.32728
C -5.57082 -4.10077 -3.29193
H 6.04594 -0.03388 8.38163
O 0.22572 0.17701 -1.26803
C -5.54532 2.73312 -5.22933
H -6.40447 2.23133 -5.67450
O -5.97369 3.58490 2.09376
H -2.26384 -6.51230 4.75040
N 0.45863 -2.27063 -7.40276
H -5.85626 1.52774 2.30998
O 2.51104 6.68868 -1.08039
H 0.71600 5.27715 -2.88439
C -5.98824 4.16536 3.26062
C 1.22176 4.63770 6.83680
H 6.46908 4.46040 -6.77303
C -3.81782 2.28252 -6.53381
F 4.33973 -2.12514 6.55572
C 5.47031 -0.37147 7.51978
H 0.29519 6.49721 7.23434
H 4.46653 0.05335 7.51205
H -5.18140 -5.04936 -3.66155
C 2.55667 5.42211 -1.61757
H -4.85211 -4.72489 -1.38058
O 0.13751 -2.33416 -1.03414
C -5.19804 2.38760 2.18558
O -4.99700 -3.35934 4.27438
O 2.22618 4.42051 7.81343
H -5.07916 0.99385 -4.07115
F 1.71043 5.25661 5.77435
C -5.56424 -4.02354 -1.81543
C 4.97023 2.90704 -6.60072
O -2.73606 -3.42243 4.48288
H -0.01705 -7.62382 -3.51356
C 1.73263 -0.88728 0.76106
O 6.75131 -2.15023 6.75615
H 1.17152 -8.52138 -2.54552
H 4.76961 4.91767 -6.70511
O -6.95481 -3.89049 -3.60483
C -4.42605 2.63331 3.53302
O -8.95774 -3.99583 -2.46306
N 6.97675 -2.72488 -2.10985
O -6.67587 5.19258 3.52346
H -4.24469 1.75057 4.14619
C -3.97470 -4.00186 4.51500
C 0.96288 -8.10087 -3.52926
H 0.66377 3.79068 6.43767
H 5.38822 4.24369 -8.25891
H -4.93480 -3.32402 -3.71649
C -1.76174 -4.50603 4.51037
C -0.38989 -2.38963 -8.14666
C 1.81675 4.81603 9.04362
F -1.50315 -4.96831 3.28489
H 5.25766 -2.48042 8.23661
O -3.05612 2.13000 -7.44050
F 2.18456 -2.05522 1.30026
Mg 3.94869 -2.26245 -4.96640
N 4.51577 1.88015 -6.25377
H -4.60430 2.14129 1.30528
*
```

Löwdin population analysis, charges in e, atoms 1 to 8:
1 O -0.3172
2 F 0.1120
3 C -0.1518
4 F 0.0437
5 F 0.1558
6 H 0.0847
7 H 0.0819
8 C -0.5386



no.,E_tot (hartree)
1,-7149.0738
2,-4620.2361
3,-4784.1723